1.
The following is a quantum chemistry calculation of a structure of composition C20H18BBrF9IrN7O2P in a non-equilibrium geometry, from the OMol25 dataset.

```
60
Properties=species:S:1:pos:R:3:mulliken_spin:R:1
Ir -1.1543 0.1412 -0.2688 -0.0352
C 3.9057 2.3982 -0.0240 0.0000
N 2.5428 2.1125 0.4082 -0.0006
C 1.9197 2.6656 1.4869 0.0015
C 0.6668 2.1371 1.5327 -0.0038
N 0.5111 1.2547 0.4929 0.0147
C 1.6660 1.2744 -0.1806 -0.0001
P 2.0670 0.2977 -1.6456 0.0004
C 0.6222 0.8759 -2.5859 0.0003
N -0.6149 0.7631 -2.1223 0.0012
C -1.4708 1.2504 -3.0661 0.0007
C -0.7253 1.6696 -4.1257 -0.0005
N 0.5877 1.4291 -3.8139 -0.0001
C 1.7343 1.7169 -4.6673 -0.0001
C 1.3131 -1.2648 -1.0952 0.0021
N 0.0962 -1.3823 -0.5792 0.0150
C -0.1495 -2.7102 -0.3635 -0.0005
C 0.9546 -3.4080 -0.7510 -0.0015
N 1.8616 -2.4960 -1.2049 -0.0020
C 3.1924 -2.8063 -1.7179 0.0006
H 4.3032 3.1866 0.6079 0.0000
H 4.5330 1.5146 0.0752 0.0000
H 3.9145 2.7417 -1.0560 0.0000
H 2.4019 3.3928 2.1156 0.0001
H -0.1240 2.3777 2.2055 0.0004
H -2.5359 1.2630 -2.9206 0.0001
H -1.0171 2.1161 -5.0593 0.0000
H 1.3679 2.1156 -5.6083 0.0000
H 2.3788 2.4581 -4.1997 0.0000
H 2.2973 0.8074 -4.8649 0.0000
H -1.0899 -3.0586 0.0219 0.0013
H 1.1591 -4.4638 -0.7493 -0.0003
H 3.3018 -3.8860 -1.7490 0.0000
H 3.3120 -2.4106 -2.7238 -0.0001
H 3.9556 -2.3902 -1.0634 0.0001
Br -0.7348 0.1790 3.6110 0.0188
C -2.3656 -0.1394 2.7301 0.0025
C -3.4966 -0.1235 3.5276 -0.0016
C -4.7159 -0.4472 2.9688 -0.0006
C -4.7542 -0.8063 1.6339 0.0014
C -3.5860 -0.7810 0.9039 -0.0009
N -2.3851 -0.4300 1.4252 0.0026
C -3.6473 -1.1434 -0.5655 -0.0008
O -4.6611 -1.5856 -1.0385 0.0000
O -2.5128 -0.9987 -1.1954 0.0004
H -3.3979 0.1338 4.5712 0.0000
H -5.6155 -0.4299 3.5686 0.0000
H -5.6603 -1.0931 1.1210 0.0000
F 2.1800 -2.0929 1.9843 0.0699
C 1.2644 -2.3034 2.9222 0.7817
F 0.3587 -3.1717 2.5199 0.0610
C 1.8488 -2.5966 4.3046 0.0494
F 0.8604 -2.7426 5.1777 0.0002
F 2.5910 -3.7072 4.3081 0.0222
F 2.6227 -1.5763 4.6723 -0.0004
F -3.5118 3.6904 0.0020 0.0000
B -2.3949 2.9339 0.0341 0.0001
F -1.9106 2.6311 1.2957 0.0004
F -1.3813 3.3894 -0.7948 0.0000
F -2.6790 1.5276 -0.4288 -0.0002
```

Summary:
E_tot	-142863.7485	eV
Kohn-Sham gap (alpha / beta)	8.99 / 8.88	eV
strongest force on any atom	1.15	eV/Å
energy above the lowest of the compared OMol25 structures with the same formula, charge and spin	18.1	kJ/mol
charge	+1
multiplicity	2
LUMO level (alpha / beta)	-0.109 / -0.116	hartree


2.
The following is a quantum chemistry calculation of a structure of composition C20H18BF5N10O2RhS in a non-equilibrium geometry, from the OMol25 dataset.

```
58
Properties=species:S:1:pos:R:3:mulliken_spin:R:1
Rh -0.1816 -0.3416 -0.6124 0.0176
C -3.2622 1.6399 1.4159 0.0008
C -2.8762 0.7616 0.4287 0.0006
N -1.5944 0.9948 0.0740 -0.0034
N -1.1602 2.0159 0.8523 0.0019
C -2.1362 2.4171 1.6679 -0.0012
B 0.2661 2.5211 0.5541 -0.0077
N 0.4141 2.4750 -0.9876 0.0085
C 0.5535 3.4755 -1.8702 -0.0015
C 0.5908 2.9470 -3.1437 0.0030
C 0.4596 1.5786 -2.9676 0.0094
N 0.3520 1.3030 -1.6610 -0.0094
N 1.2330 1.4645 1.1088 -0.0056
C 2.1276 1.5131 2.0991 -0.0008
C 2.7604 0.2825 2.1805 -0.0008
C 2.1889 -0.4867 1.1791 -0.0003
N 1.2839 0.2549 0.5293 0.0082
N 0.5946 3.8712 1.0947 0.0009
C 1.7508 4.5726 0.8518 -0.0002
C 1.7004 5.7216 1.5761 0.0001
C 0.4722 5.6462 2.2739 -0.0001
N -0.1758 4.5290 2.0063 0.0000
H -4.2290 1.7192 1.8834 0.0001
H -3.4795 0.0246 -0.0688 -0.0005
H -1.9693 3.2318 2.3518 0.0000
H 0.6257 4.4993 -1.5415 -0.0001
H 0.7048 3.4834 -4.0700 0.0000
H 0.4421 0.8100 -3.7192 -0.0006
H 2.2570 2.4060 2.6903 0.0000
H 3.5366 -0.0107 2.8663 0.0000
H 2.4073 -1.4994 0.8838 -0.0012
H 2.5126 4.2077 0.1788 0.0001
H 2.4555 6.4856 1.6507 0.0000
H 0.0648 6.3481 2.9854 0.0000
C -1.2878 -2.4786 3.6799 -0.0001
O -2.0927 -2.6350 2.4715 0.0003
C -1.6995 -2.0405 1.3874 -0.0006
O -0.6981 -1.3210 1.2850 0.0014
N -2.5439 -2.2461 0.3474 0.0040
N -2.1092 -1.8400 -0.9121 0.0121
H -1.9824 -2.5790 4.5046 0.0000
H -0.8050 -1.5074 3.6865 0.0000
H -0.5494 -3.2746 3.7055 0.0000
H -3.3173 -2.8888 0.4455 0.0013
H -2.8370 -1.3372 -1.4133 0.0022
H -1.8581 -2.6530 -1.4686 -0.0038
F 1.3213 -7.1847 -2.6886 0.0311
C 1.1377 -5.8986 -2.7034 0.1850
C 0.7609 -5.2645 -3.8858 -0.0200
F 0.5945 -5.9723 -4.9805 -0.0046
C 0.5548 -3.9096 -3.8817 0.1175
F 0.1719 -3.3188 -4.9883 0.0156
C 0.7188 -3.1214 -2.7010 0.0311
S 0.4399 -1.4646 -2.7948 0.5344
C 1.1197 -3.8163 -1.5226 0.0667
F 1.3051 -3.1480 -0.3904 0.0107
C 1.3138 -5.1659 -1.5147 -0.0010
F 1.6522 -5.7965 -0.4086 -0.0010
```

Summary:
E_tot	-68120.2466	eV
Kohn-Sham gap (alpha / beta)	6.62 / 4.93	eV
strongest force on any atom	1.96	eV/Å
energy above the lowest of the compared OMol25 structures with the same formula, charge and spin	206.2	kJ/mol
charge	+2
multiplicity	2
LUMO level (alpha / beta)	-0.276 / -0.338	hartree


3.
The following is a quantum chemistry calculation of a structure of composition C20H18BIrN7 in a non-equilibrium geometry, from the OMol25 dataset.

```
47
Properties=species:S:1:pos:R:3:mulliken_spin:R:1
Ir -0.9273 -0.0154 -0.0211 3.0844
C 3.5067 -0.3878 0.8216 0.0090
C 2.4798 0.1799 0.0722 -0.0087
N 1.3222 -0.3093 0.4929 0.1435
N 1.5519 -1.1655 1.4898 -0.0087
C 2.8712 -1.2371 1.7098 0.0017
B 0.3954 -1.9042 2.1825 -0.1172
N -0.5862 -0.8511 2.7535 -0.0219
C -0.8964 -0.6443 4.0352 0.0632
C -1.8465 0.3620 4.1050 0.0148
C -2.0750 0.7234 2.7873 -0.0006
N -1.3015 -0.0126 1.9819 0.1356
N -0.3724 -2.7092 1.1145 -0.0282
C -0.5541 -4.0327 1.0522 0.0331
C -1.3930 -4.3119 -0.0132 0.0054
C -1.6844 -3.0716 -0.5644 -0.0155
N -1.0621 -2.1172 0.1281 0.1332
H 4.5560 -0.2006 0.7257 0.0009
H 2.5129 0.8958 -0.7265 0.0057
H 3.2741 -1.8778 2.4700 0.0010
H 0.7852 -2.6026 3.0454 0.0001
H -0.4469 -1.2153 4.8226 0.0007
H -2.3050 0.7653 4.9834 0.0005
H -2.7556 1.4583 2.3986 0.0017
H -0.0995 -4.7012 1.7570 -0.0001
H -1.7481 -5.2693 -0.3341 0.0010
H -2.3326 -2.8369 -1.3873 0.0029
C 0.1520 -0.9685 -4.1205 0.0335
C 0.3940 0.3072 -4.7011 -0.0016
C 0.2697 1.4094 -3.9139 0.0248
C -0.1146 1.2903 -2.5512 0.0757
N -0.4267 0.0123 -2.0097 0.0814
C -0.2321 -1.0472 -2.7999 0.0011
C -0.1541 2.3329 -1.6260 0.0068
C 0.0780 3.7137 -1.9093 -0.0269
C -0.0078 4.6426 -0.9146 0.0693
C -0.3204 4.2671 0.4011 -0.0259
C -0.5134 2.9175 0.7175 0.0158
C -0.4793 1.9557 -0.2630 0.2828
H 0.2789 -1.8676 -4.7024 0.0002
H 0.6955 0.3856 -5.7320 -0.0004
H 0.4895 2.3973 -4.2845 0.0035
H -0.3951 -2.0225 -2.3574 0.0067
H 0.3226 4.0157 -2.9127 0.0022
H 0.1916 5.6817 -1.1265 0.0034
H -0.3987 5.0119 1.1750 0.0008
H -0.6984 2.6538 1.7488 0.0095
```

Summary:
E_tot	-34969.4645	eV
Kohn-Sham gap (alpha / beta)	4.35 / 6.05	eV
strongest force on any atom	5.17	eV/Å
charge	+1
multiplicity	5
LUMO level (alpha / beta)	-0.124 / -0.197	hartree


4.
The following is a quantum chemistry calculation of a structure of composition C20H18BeN4O7S2Si, from the OMol25 dataset.

```
53
Properties=species:S:1:pos:R:3:lowdin_charge:R:1
Be -0.6603 -0.3969 -1.9978 -0.0599
O 1.7646 0.0550 0.3313 -0.3085
S 1.9226 1.3056 -0.3765 0.6411
O 3.2068 1.9336 -0.2966 -0.2689
O 1.5856 1.1550 -1.8960 -0.2155
C 0.6474 2.3753 0.2240 -0.2004
C 0.7372 2.7441 1.5606 -0.0683
C -0.2824 3.4896 2.1257 -0.0930
C -1.3778 3.8543 1.3497 -0.0737
C -1.4442 3.5005 0.0122 -0.0120
C -0.4301 2.7545 -0.5714 -0.1412
S -2.7797 1.0781 -1.9902 0.7768
O -4.0288 1.4094 -2.6649 -0.4593
O -1.7598 2.2795 -2.5767 -0.2638
O -2.1421 -0.1645 -2.6411 -0.3986
H 1.6073 2.4568 2.1390 0.1128
H -0.2205 3.7930 3.1639 0.0911
H -2.1814 4.4311 1.7925 0.0947
H -2.2821 3.7981 -0.6046 0.1244
N -1.1242 -0.5056 -0.0071 0.2800
C -0.9193 -0.6781 1.1036 -0.0741
C -0.6469 -0.8981 2.5040 -0.1910
C -1.6884 -1.2963 3.3355 -0.0292
C -1.4448 -1.5051 4.6839 -0.0914
C -0.1679 -1.3142 5.1950 -0.0987
C 0.8662 -0.9185 4.3583 -0.0713
C 0.6343 -0.7082 3.0068 -0.0109
H -2.6764 -1.4361 2.9173 0.1191
H -2.2520 -1.8162 5.3345 0.0961
H 0.0195 -1.4702 6.2505 0.0945
H 1.8602 -0.7657 4.7584 0.1020
H 1.4166 -0.3921 2.3277 0.0935
N 0.1636 1.0351 -2.1859 -0.0097
C -0.4189 2.3780 -2.0484 -0.4858
C 0.2839 3.4773 -2.7956 -0.2143
C 0.3888 3.4032 -4.2014 -0.2732
N 0.4848 3.3670 -5.3578 0.0660
C 0.7846 4.6242 -2.1587 -0.3013
N 1.2019 5.5737 -1.6278 0.0652
C -0.2915 -3.9856 -0.2835 -0.1720
Si 0.6186 -3.1860 -1.7311 0.2629
C 2.4356 -3.1215 -1.2760 -0.1678
C 0.4247 -4.3861 -3.1674 -0.1830
O 0.0545 -1.7499 -2.1011 -0.2398
H 0.1179 -4.9729 -0.0452 0.0167
H -1.3522 -4.1014 -0.5265 0.0247
H -0.2217 -3.3673 0.6157 0.0032
H 2.8244 -4.0776 -0.9109 0.0158
H 2.5780 -2.3584 -0.5043 0.0126
H 3.0270 -2.8141 -2.1437 0.0273
H 0.8899 -5.3548 -2.9526 0.0143
H 0.8826 -3.9774 -4.0724 0.0220
H -0.6360 -4.5533 -3.3770 0.0200
```

Summary:
E_tot	-71279.5068	eV
Kohn-Sham gap	4.99	eV
strongest force on any atom	0.69	eV/Å
charge	-2
LUMO level	0.143	hartree